1.
Molecular formula: C54H131N9O13
Method: DFT, ωB97M-V with the def2-TZVPD basis set

```
207
Properties=species:S:1:pos:R:3:mulliken_charge:R:1
C 2.3541 6.4298 0.3227 -1.721
C 1.7791 7.0383 1.6657 1.462
C 2.2145 8.5210 1.7292 -1.642
C 0.2129 6.8261 1.5992 -1.410
C -0.6522 7.2673 2.8373 -0.672
C -0.0817 6.3804 3.9643 -1.362
C 1.4472 6.3400 4.1598 1.868
C 1.7816 7.5706 4.8991 -1.656
C 1.6951 5.0846 4.9201 -2.153
N 2.2245 6.2878 2.8811 0.173
O 3.5455 6.3863 3.1546 -0.459
H 2.4160 7.0568 -0.5667 0.363
H 3.3256 5.9356 0.3313 0.378
H 1.8447 5.5379 -0.0422 0.420
H 1.9133 9.1103 0.8630 0.441
H 1.7938 9.1911 2.4789 0.374
H 3.3000 8.4410 1.6723 0.370
H -0.0518 7.4256 0.7282 0.519
H -0.0422 5.7835 1.4097 0.409
H -0.6669 8.3406 3.0266 0.325
H -1.7207 7.0532 2.8130 0.388
H -0.4766 5.3886 3.7439 0.382
H -0.4940 6.5944 4.9504 0.532
H 1.2198 7.6695 5.8279 0.444
H 1.6943 8.4086 4.2075 0.247
H 2.8194 7.6722 5.2163 0.309
H 2.7547 4.9824 5.1547 0.428
H 1.5164 4.2868 4.1992 0.513
H 1.2430 5.0134 5.9093 0.358
H 3.8609 5.4801 3.1240 0.369
C -0.7378 -0.5474 -0.9572 -1.662
C -0.0428 -1.4822 0.0423 1.570
C 0.2919 -0.6841 1.3580 -1.800
C -1.1169 -2.4925 0.5403 -1.053
C -1.4645 -3.6096 -0.4456 -0.804
C -0.1763 -4.3162 -0.9841 -1.222
C 0.9730 -3.3727 -1.5100 1.748
C 2.2376 -4.2488 -1.5859 -1.991
C 0.6308 -2.8225 -2.9401 -1.986
N 1.1559 -2.2174 -0.5617 0.003
O 2.1476 -1.3140 -1.1307 -0.426
H -1.6803 -0.1994 -0.5343 0.413
H -0.0627 0.2936 -1.1149 0.418
H -1.0238 -1.0418 -1.8856 0.272
H 0.7287 -1.3578 2.0952 0.422
H 1.0374 0.1012 1.2322 0.416
H -0.6101 -0.1679 1.6865 0.345
H -0.7242 -3.0602 1.3838 0.397
H -2.0774 -2.0121 0.7267 0.427
H -2.1111 -4.3096 0.0835 0.396
H -2.0125 -3.2379 -1.3114 0.329
H -0.5493 -4.8829 -1.8373 0.378
H 0.0406 -5.1168 -0.2769 0.469
H 2.0276 -5.1553 -2.1537 0.391
H 2.4171 -4.5618 -0.5573 0.464
H 3.1284 -3.7236 -1.9307 0.342
H 0.7964 -3.6426 -3.6387 0.469
H 1.3970 -2.1687 -3.3568 0.565
H -0.3771 -2.4074 -2.9477 0.356
H 1.7402 -1.1353 -1.9814 0.354
C 6.7506 1.6333 2.6578 -0.797
O 7.2547 2.9312 2.8200 -0.271
C 8.2683 2.8100 3.7022 -0.826
C 8.7391 4.1719 4.3298 0.459
C 9.1810 5.1778 3.1648 -1.185
N 9.8706 3.9338 5.0528 -0.657
H 7.5124 0.9376 2.3060 0.300
H 5.9208 1.8460 1.9838 0.255
H 6.2727 1.2874 3.5744 0.355
H 8.0451 2.1474 4.5384 0.475
H 9.1000 2.2709 3.2484 0.341
H 8.1523 4.7500 5.0436 0.179
H 8.7735 6.1802 3.2958 0.310
H 8.5486 4.7976 2.3626 0.304
H 10.1369 5.0787 2.6505 0.337
H 10.1610 4.8014 5.4806 0.213
H 10.7560 3.5016 4.8307 0.210
C -4.4815 2.8312 7.5372 -0.828
O -4.8328 2.1374 6.3565 -0.352
C -5.7585 1.1238 6.5616 -0.903
C -5.1503 -0.2422 7.1549 0.617
C -3.8508 -0.7584 6.4737 -1.300
N -6.1437 -1.2954 7.2634 -0.831
H -5.2459 3.5948 7.6809 0.315
H -3.4946 3.2906 7.5928 0.291
H -4.6841 2.2531 8.4388 0.346
H -6.4836 1.5141 7.2757 0.431
H -6.3635 0.9446 5.6728 0.409
H -5.0254 -0.1259 8.2315 0.266
H -2.9523 -0.3727 6.9555 0.294
H -3.8080 -0.3452 5.4660 0.237
H -3.7424 -1.8430 6.4618 0.421
H -5.6786 -1.9064 7.9195 0.299
H -6.7928 -0.9287 7.9448 0.286
C 5.8006 -1.3989 -6.0514 -0.752
O 4.9117 -0.9246 -7.0621 -0.304
C 4.8543 0.5318 -7.2252 -0.768
C 5.1384 0.8038 -8.6583 0.263
C 4.1817 -0.0462 -9.5014 -1.250
N 6.4938 0.4457 -8.9602 -0.730
H 5.8037 -2.4831 -5.9387 0.250
H 5.3956 -0.9909 -5.1254 0.302
H 6.8442 -1.1477 -6.2412 0.311
H 3.8983 0.8962 -6.8492 0.350
H 5.7038 0.9270 -6.6681 0.449
H 4.9250 1.8553 -8.8505 0.369
H 4.5754 -1.0127 -9.8158 0.330
H 3.6562 0.4936 -10.2891 0.322
H 3.2770 -0.4356 -9.0346 0.285
H 7.0449 0.9484 -8.2793 0.290
H 6.6108 -0.5372 -8.7595 0.285
C -7.4641 11.9118 5.9263 -0.715
O -7.3001 10.7403 6.6064 -0.326
C -8.3417 9.8324 6.3216 -0.639
C -8.3035 9.2098 4.9406 -0.381
N -9.1927 8.0726 4.8427 -0.329
C -9.0910 7.2925 3.5844 -0.805
C -7.8225 6.5187 3.2723 -0.311
O -8.0355 5.8294 2.0505 -0.344
C -6.8900 5.3809 1.4098 -0.605
H -6.6739 12.6120 6.1975 0.267
H -8.4054 12.4145 6.1485 0.311
H -7.5277 11.7879 4.8453 0.276
H -9.3343 10.2809 6.3627 0.395
H -8.2874 8.9609 6.9740 0.306
H -7.3044 8.7751 4.9723 0.293
H -8.4834 9.9155 4.1296 0.293
H -9.1276 7.4577 5.6414 0.279
H -9.2673 7.9855 2.7618 0.311
H -9.7841 6.4564 3.6778 0.353
H -7.6374 5.8700 4.1284 0.252
H -7.0004 7.2241 3.1510 0.349
H -6.4093 4.8000 2.1969 0.257
H -6.3389 6.2996 1.2091 0.266
H -7.0919 4.8914 0.4571 0.250
C -1.7779 4.4458 -5.0831 -0.696
O -2.5946 4.5025 -6.2688 -0.337
C -1.6915 4.5364 -7.3977 -0.504
C -2.3674 3.9023 -8.6225 -0.875
N -2.8297 2.4536 -8.5185 -0.414
C -1.7515 1.4770 -8.2636 -0.244
C -2.4687 0.1731 -7.7659 -0.903
O -2.9208 0.2930 -6.4252 -0.220
C -3.6402 -0.8591 -6.0558 -0.826
H -2.3690 4.5618 -4.1746 0.258
H -1.2163 5.3768 -5.0061 0.302
H -1.2531 3.4916 -5.1302 0.274
H -0.7335 4.0221 -7.3220 0.376
H -1.5427 5.5694 -7.7123 0.405
H -1.5443 3.9585 -9.3350 0.384
H -3.1114 4.6060 -8.9957 0.371
H -3.5152 2.3155 -7.7897 0.316
H -1.0242 1.8130 -7.5245 0.186
H -1.0378 1.2183 -9.0457 0.386
H -1.8171 -0.7006 -7.7778 0.475
H -3.3349 0.0227 -8.4103 0.380
H -3.1304 -1.8222 -6.0329 0.297
H -4.4893 -0.9411 -6.7343 0.369
H -4.0739 -0.5793 -5.0957 0.238
C -0.4195 -5.9794 -11.8210 -0.719
O 0.7010 -6.0442 -10.9262 -0.384
C 0.7561 -6.9792 -9.8023 -0.460
C 1.3790 -8.3508 -10.2268 -0.425
N 0.3367 -9.0297 -10.9998 -0.384
C -0.8064 -9.4332 -10.1738 -0.149
C -1.9239 -10.1956 -10.8721 -0.751
O -2.9201 -9.3208 -11.3499 -0.363
C -2.7182 -8.7793 -12.6702 -0.475
H -0.3500 -4.9697 -12.2255 0.318
H -1.3691 -6.0681 -11.2934 0.349
H -0.4633 -6.7939 -12.5441 0.314
H -0.2133 -7.0282 -9.3064 0.325
H 1.4256 -6.4735 -9.1065 0.338
H 1.7049 -8.8992 -9.3430 0.350
H 2.1760 -8.2697 -10.9659 0.309
H -0.1773 -8.2668 -11.4168 -0.076
H -1.3084 -8.5850 -9.7083 0.165
H -0.3381 -10.0693 -9.4226 0.419
H -2.4594 -10.7705 -10.1165 0.369
H -1.4976 -10.8744 -11.6108 0.354
H -2.0049 -7.9562 -12.7140 -0.001
H -3.6604 -8.2690 -12.8700 0.263
H -2.6234 -9.5540 -13.4311 0.315
C 2.4600 -7.7564 5.8749 -0.767
O 3.1778 -8.1580 7.0817 -0.332
C 2.3967 -9.1416 7.8094 -0.396
C 3.4453 -9.9970 8.5481 -0.714
N 2.7914 -11.1230 9.2762 -0.297
C 3.8111 -11.9532 9.8590 -0.638
C 3.4339 -12.8901 11.1556 -0.493
O 3.0973 -12.1873 12.3148 -0.305
C 1.7813 -11.6336 12.4042 -0.619
H 1.5168 -7.3237 6.2086 0.325
H 2.1869 -8.5306 5.1578 0.320
H 3.0051 -6.9669 5.3575 0.264
H 1.9008 -9.6974 7.0136 0.326
H 1.6624 -8.7201 8.4959 0.281
H 4.0471 -9.3853 9.2203 0.358
H 4.1263 -10.2292 7.7293 0.341
H 2.1760 -10.8753 10.0379 0.172
H 4.6356 -11.3027 10.1507 0.339
H 4.1953 -12.4963 8.9955 0.350
H 4.4520 -13.2471 11.3110 0.321
H 2.8631 -13.7504 10.8062 0.322
H 1.6460 -10.8949 13.1942 0.235
H 1.1552 -12.4627 12.7340 0.279
H 1.3368 -11.3382 11.4538 0.329
```

highest occupied orbital energy: -8.14 eV
energy relative to the best compared isomer or geometry (same formula, charge and spin): 542.89 kJ/mol

=====

2.
Molecular formula: C54H135N9
Method: DFT, ωB97M-V with the def2-TZVPD basis set

```
198
Properties=species:S:1:pos:R:3:mulliken_spin:R:1
C -5.5574 -18.6600 9.2216 -0.012
C -4.3955 -17.8912 8.6216 0.044
N -4.2393 -16.5008 9.1275 -0.152
C -5.2358 -15.6323 8.5444 0.029
C -4.8669 -14.1832 8.6202 -0.042
C -3.9776 -16.3400 10.5981 0.253
C -2.7214 -17.0096 11.1010 -0.338
H -5.2405 -19.0707 10.1803 0.012
H -5.8882 -19.4968 8.6064 0.003
H -6.4680 -18.0711 9.3314 -0.010
H -3.5385 -18.5160 8.8732 0.034
H -4.3515 -17.9356 7.5334 -0.026
H -5.3715 -16.0068 7.5298 0.020
H -6.1613 -15.7577 9.1064 0.006
H -4.0212 -13.8820 8.0021 0.026
H -5.7578 -13.6741 8.2526 -0.038
H -4.6929 -13.8825 9.6534 0.081
H -4.7868 -16.6498 11.2593 0.031
H -3.8093 -15.2721 10.7371 -0.024
H -2.6718 -18.0899 10.9652 0.028
H -2.5733 -16.8654 12.1712 -0.052
H -1.8088 -16.6178 10.6519 0.199
C 0.2978 -18.8105 23.7392 0.006
C 0.2994 -17.4247 23.0671 0.006
N 0.6866 -17.5107 21.6314 -0.173
C 2.0638 -17.9234 21.3678 0.239
C 3.1409 -16.8943 21.8667 -0.019
C 0.2851 -16.4007 20.7730 0.158
C -1.2040 -16.2492 20.7325 0.071
H -0.3023 -19.5868 23.2645 -0.001
H 0.1107 -18.8008 24.8129 -0.014
H 1.3161 -19.1926 23.6665 0.000
H -0.6560 -16.9128 23.1828 -0.002
H 0.9918 -16.7488 23.5687 0.011
H 2.3231 -18.8972 21.7832 -0.014
H 2.1749 -18.0508 20.2910 -0.097
H 4.1066 -17.3260 21.6037 -0.014
H 3.0855 -15.8801 21.4711 0.026
H 3.2353 -16.8315 22.9508 -0.012
H 0.6420 -16.5844 19.7596 0.132
H 0.7134 -15.4633 21.1277 0.094
H -1.6139 -15.8452 21.6582 -0.075
H -1.7118 -17.1952 20.5450 0.091
H -1.4622 -15.5075 19.9766 -0.147
C -2.1032 -12.1013 15.2347 -0.128
C -2.1592 -13.4031 15.9945 0.237
N -1.0889 -14.3415 15.5126 -0.046
C -0.9456 -15.4385 16.5234 -0.660
C -2.1135 -16.4449 16.5662 0.135
C -1.3528 -14.8488 14.1449 -0.629
C -0.1614 -15.7154 13.6304 0.087
H -2.6826 -11.3693 15.7973 -0.114
H -2.3865 -12.1043 14.1821 0.010
H -1.1281 -11.6146 15.2514 0.197
H -2.1129 -13.2408 17.0713 0.153
H -3.1722 -13.7812 15.8573 -0.010
H -0.0372 -16.0340 16.4322 -0.135
H -0.7567 -15.0219 17.5128 0.308
H -2.0564 -17.0448 17.4744 -0.123
H -3.0756 -15.9355 16.5111 0.068
H -1.9682 -17.1124 15.7168 0.187
H -1.5659 -13.9782 13.5246 0.180
H -2.2417 -15.4783 14.1853 0.119
H 0.0853 -16.5193 14.3240 0.093
H 0.7856 -15.1766 13.5964 0.248
H -0.2416 -16.1258 12.6238 -0.193
C -0.7908 -11.2266 19.6522 -0.085
C -2.1239 -10.7696 19.1417 -0.115
N -3.0160 -10.2090 20.1541 -0.178
C -2.4752 -9.0053 20.7760 0.066
C -3.5104 -8.2637 21.6854 0.017
C -3.4858 -11.2593 21.0632 0.099
C -4.1871 -12.4304 20.3797 -0.014
H -0.7887 -11.9517 20.4660 0.060
H -0.1850 -10.3872 19.9937 0.034
H -0.2660 -11.6345 18.7883 -0.006
H -1.8897 -9.9822 18.4253 -0.011
H -2.5752 -11.5432 18.5204 0.137
H -2.1154 -8.3151 20.0130 0.021
H -1.7170 -9.2790 21.5098 -0.012
H -3.1514 -7.2567 21.8981 -0.014
H -3.7733 -8.8384 22.5735 0.000
H -4.3916 -7.9945 21.1030 0.010
H -2.6874 -11.6367 21.7021 -0.038
H -4.1466 -10.7704 21.7791 0.027
H -4.8621 -12.1060 19.5878 0.056
H -3.5010 -13.1024 19.8641 0.121
H -4.7367 -13.0296 21.1056 -0.127
C -2.0858 -11.8140 10.9708 -0.258
C -0.7936 -11.7347 10.1612 0.045
N 0.2410 -12.6669 10.5922 -0.160
C -0.1895 -14.0432 10.3100 -0.307
C -0.7017 -14.3719 8.9058 -0.043
C 0.8298 -12.6020 11.9396 -0.015
C 1.4726 -11.1814 12.1577 -0.074
H -2.7681 -11.0179 10.6728 0.034
H -1.8304 -11.6949 12.0237 0.047
H -2.5894 -12.7635 10.7892 0.143
H -0.9884 -11.8273 9.0927 0.009
H -0.3211 -10.7737 10.3643 0.024
H 0.6327 -14.7441 10.4548 0.368
H -0.9649 -14.3647 11.0053 -0.039
H -1.7618 -14.1365 8.8124 0.067
H -0.0174 -14.0030 8.1418 0.013
H -0.6514 -15.4607 8.9036 -0.039
H 1.6364 -13.3309 12.0174 0.191
H 0.0675 -12.7970 12.6938 -0.041
H 0.6936 -10.4560 12.3924 0.106
H 1.9651 -10.8684 11.2370 0.001
H 2.2614 -11.2324 12.9081 -0.039
C 3.3890 -11.3478 19.2666 0.036
C 3.0476 -12.8450 19.2485 -0.063
N 3.1912 -13.4475 17.9174 -0.081
C 1.9816 -13.1119 17.1212 -0.249
C 2.2583 -13.4946 15.6515 0.151
C 3.3657 -14.8985 18.0855 0.203
C 4.7333 -15.2908 18.6382 0.064
H 4.3613 -11.2602 18.7816 -0.001
H 3.4005 -10.9594 20.2850 -0.007
H 2.6630 -10.7712 18.6933 -0.006
H 3.8127 -13.2583 19.9057 0.004
H 2.1020 -13.1199 19.7158 0.064
H 1.1340 -13.6476 17.5485 0.055
H 1.7916 -12.0503 17.2795 0.056
H 1.6565 -12.8507 15.0100 0.041
H 3.3042 -13.3045 15.4104 0.021
H 2.0881 -14.5345 15.3728 -0.028
H 3.2370 -15.2448 17.0600 -0.178
H 2.5313 -15.3596 18.6139 0.172
H 4.8130 -15.0856 19.7057 0.025
H 5.5780 -14.7176 18.2559 0.018
H 4.9316 -16.3599 18.5621 -0.130
C -0.2876 -23.3094 13.2400 0.043
C -1.4078 -22.2989 13.5719 0.075
N -1.7427 -21.4766 12.4490 -0.143
C -2.2154 -22.2417 11.3000 0.061
C -3.2238 -21.3297 10.5460 0.008
C -0.6381 -20.5587 12.1723 -0.084
C -0.4016 -19.4874 13.1893 0.182
H 0.0496 -23.7971 14.1547 -0.051
H 0.6685 -22.8906 12.9262 -0.003
H -0.5760 -24.0451 12.4892 0.016
H -2.2550 -22.8512 13.9786 -0.054
H -1.0230 -21.6705 14.3750 0.057
H -1.3801 -22.5322 10.6628 0.009
H -2.7590 -23.1434 11.5821 -0.010
H -3.7583 -21.9307 9.8104 -0.036
H -3.9510 -20.8788 11.2214 0.016
H -2.7238 -20.5531 9.9672 0.024
H -0.8349 -20.0105 11.2510 0.047
H 0.3056 -21.0708 11.9844 -0.034
H 0.0733 -19.9537 14.0526 0.002
H -1.3394 -19.0329 13.5087 0.111
H 0.1477 -18.6308 12.7988 -0.036
C 5.6688 -16.6356 8.0759 0.030
C 5.1730 -17.9681 8.6614 0.024
N 4.6822 -17.9283 10.0192 -0.046
C 3.4515 -17.1396 10.1244 0.026
C 2.6206 -17.2613 11.4455 -0.185
C 5.6381 -17.5540 11.0903 0.254
C 6.8442 -18.5072 11.1358 0.003
H 4.8452 -15.9312 7.9594 0.012
H 6.1918 -16.7381 7.1251 -0.032
H 6.4455 -16.2358 8.7279 0.004
H 4.3800 -18.4112 8.0592 -0.032
H 6.0383 -18.6308 8.6725 0.000
H 2.7892 -17.4500 9.3162 0.012
H 3.6602 -16.0822 9.9623 0.055
H 3.2232 -16.8650 12.2627 0.111
H 2.3454 -18.3126 11.5298 0.030
H 1.7504 -16.6096 11.3658 0.028
H 6.0738 -16.5696 10.9194 0.065
H 5.2113 -17.6366 12.0899 -0.168
H 7.4655 -18.1697 10.3063 0.018
H 7.3964 -18.3295 12.0586 -0.059
H 6.4805 -19.5348 11.1322 0.008
C -2.1396 -8.6953 13.4811 -0.062
C -3.2776 -8.3349 14.4423 0.130
N -4.1086 -9.5141 14.8797 -0.370
C -5.2547 -9.2323 15.7353 0.103
C -4.7056 -8.6749 17.0143 -0.087
C -4.5280 -10.2559 13.6782 0.150
C -5.3829 -9.5395 12.6948 0.054
H -2.5220 -8.7574 12.4622 0.054
H -1.6401 -9.6367 13.7097 0.119
H -1.3804 -7.9146 13.5275 -0.076
H -2.7425 -8.0094 15.3344 -0.025
H -3.9346 -7.5548 14.0578 -0.004
H -5.9133 -8.4943 15.2774 -0.003
H -5.7664 -10.1366 16.0650 0.005
H -5.4796 -8.6562 17.7816 -0.029
H -3.8882 -9.2860 17.3968 0.114
H -4.2835 -7.6731 16.9351 0.023
H -5.0953 -11.1371 13.9779 -0.079
H -3.6561 -10.6562 13.1609 0.072
H -4.7995 -8.8304 12.1074 0.041
H -6.2134 -8.9558 13.0919 -0.070
H -5.8111 -10.2665 12.0048 0.007
```

multiplicity: 2
<S²>: 0.750
highest occupied orbital energy (alpha / beta): 0.90 / -6.25 eV
energy relative to the best compared isomer or geometry (same formula, charge and spin): 0.00 kJ/mol
charge: -1